[1]
Entry from the OMol25 dataset: a molecular structure, C14H28MnOP2 at a distorted geometry (wB97M-V/def2-TZVPD).

XYZ file:
```
46
Properties=species:S:1:pos:R:3:forces:R:3
Mn 0.9250 -0.4029 -2.3655 -1.01 0.15 -0.91
H -0.2840 -0.9541 -1.1778 -0.21 0.36 0.24
H -1.6994 1.1608 1.6116 0.24 0.03 0.15
P -0.0258 -2.3714 -1.5719 0.10 -0.45 0.41
P 0.1111 2.3460 -2.1358 -0.06 0.45 0.19
C 1.4721 3.0597 -1.1970 0.52 -0.12 0.34
H 1.5826 4.1255 -1.4566 -0.20 -0.33 -0.11
H 1.2602 3.0073 -0.1188 0.01 -0.14 -0.33
H 2.4239 2.5486 -1.3927 -0.28 0.26 -0.01
C 0.1609 2.9392 -3.8260 0.04 -0.34 -0.28
H -0.6391 2.4536 -4.3974 0.11 0.19 0.05
H 0.0185 4.0267 -3.8437 0.07 -0.23 0.04
H 1.1243 2.6783 -4.2811 -0.17 0.16 0.05
C -1.4021 2.9322 -1.3586 -0.25 -0.21 0.03
H -1.3281 2.8649 -0.2663 0.03 -0.07 -0.25
H -1.5836 3.9758 -1.6413 0.10 -0.17 0.02
H -2.2373 2.3136 -1.7022 0.02 0.20 0.07
C 0.1954 -2.5067 -3.3544 -0.50 -0.46 -0.26
H 0.4063 -3.5724 -3.5284 0.23 0.35 -0.25
H -0.7169 -2.2522 -3.9093 0.21 -0.06 0.15
H 1.0514 -1.9178 -3.7415 0.14 -0.24 -0.21
C 1.2645 -3.2070 -0.6425 0.37 -0.12 0.11
H 1.0662 -3.1232 0.4352 -0.11 -0.05 -0.25
H 1.2755 -4.2682 -0.9344 -0.03 0.25 0.14
H 2.2522 -2.7650 -0.8279 -0.30 -0.19 -0.07
C -1.6075 -3.0734 -1.1237 -0.34 -0.01 0.00
H -2.3995 -2.5405 -1.6633 0.09 -0.14 0.14
H -1.6473 -4.1398 -1.3819 0.06 0.22 0.05
H -1.7633 -2.9550 -0.0429 0.04 -0.03 -0.24
C 2.1259 -0.0479 -1.0402 3.96 0.69 4.12
O 2.8528 0.0688 -0.1259 -2.41 -0.32 -2.88
H -0.2052 0.8810 -2.1888 -0.24 0.44 0.05
C -0.7723 1.4305 2.1437 -0.16 0.40 -0.19
C -0.4783 0.4580 3.2495 0.23 -0.26 0.38
C -0.4472 -0.9188 2.9917 0.13 0.16 0.63
C -0.2563 -1.8293 4.0373 0.01 0.21 -0.02
C -0.0815 -1.3713 5.3506 -0.07 0.28 -0.31
C -0.0482 0.0076 5.5978 0.03 -0.21 -0.15
C -0.2294 0.9171 4.5517 -0.12 -0.35 -0.23
H 0.0487 1.4563 1.4069 -0.11 0.04 0.13
H -0.9163 2.4437 2.5547 0.13 -0.34 -0.25
H -0.5606 -1.2640 1.9614 -0.13 -0.03 0.17
H -0.2527 -2.8996 3.8282 0.00 0.25 0.11
H 0.0271 -2.0829 6.1717 0.01 0.25 -0.30
H 0.1199 0.3745 6.6113 -0.06 -0.11 -0.30
H -0.1824 1.9938 4.7343 -0.11 -0.36 0.04
```
Forces are in eV/Å.

Computed properties:
energy relative to the best compared isomer or geometry (same formula, charge and spin)	8.2	kcal per mole
2S+1	4
charge	+2
HOMO (alpha / beta)	-13.4 / -13.4	eV
LUMO level (alpha / beta)	-6.84 / -7.37	eV
E	-66898.56896	eV

---

[2]
Entry from the OMol25 dataset: C14H28N2O in the gas phase (wB97M-V/def2-TZVPD).

XYZ file:
```
45
Properties=species:S:1:pos:R:3:forces:R:3
C -4.2797 3.6544 0.1136 -0.02 -0.02 0.12
N -3.8301 3.2524 1.4285 -0.09 -0.01 0.02
C -3.6051 4.3930 2.2886 -0.05 -0.08 -0.07
H -3.2682 4.0469 3.2644 0.02 0.04 0.09
H -2.8670 5.1058 1.8910 0.03 0.03 0.02
H -4.5499 4.9215 2.4164 0.02 0.09 0.05
C -2.7402 2.2981 1.4107 0.20 0.10 -0.10
C -1.4121 2.7789 0.8017 -0.13 -0.25 0.18
H -1.5480 3.0056 -0.2567 0.05 0.08 -0.04
H -1.0863 3.6878 1.3095 0.02 0.09 -0.02
C -0.3046 1.7320 0.9380 0.04 0.37 -0.08
N -0.5752 0.5319 0.1815 -0.24 -0.01 0.44
C -0.0122 0.2871 -1.0242 -0.37 -0.47 -0.20
O 0.7926 1.0347 -1.5383 0.32 0.25 -0.20
C -0.4629 -1.0189 -1.6580 0.12 -0.05 -0.05
C 0.0399 -2.2379 -0.8759 0.21 0.20 0.05
C 1.5437 -2.2066 -0.5781 -0.29 -0.41 -0.19
C 2.3849 -2.1625 -1.8542 0.11 0.34 0.23
C 3.8754 -2.1717 -1.5265 -0.04 -0.28 -0.19
C 4.2451 -3.3960 -0.6964 0.09 0.28 0.18
C 3.4191 -3.4274 0.5847 -0.05 -0.30 -0.14
C 1.9301 -3.4315 0.2546 0.14 0.35 0.19
H 1.3470 -3.4495 1.1790 -0.08 -0.05 -0.01
H 1.6888 -4.3369 -0.3083 -0.07 -0.08 -0.03
H 3.6705 -4.3131 1.1726 0.03 0.05 0.07
H 3.6538 -2.5471 1.1877 0.03 0.03 0.08
H 5.3099 -3.3766 -0.4545 0.03 -0.08 -0.04
H 4.0496 -4.3016 -1.2757 0.03 -0.08 -0.04
H 4.4543 -2.1600 -2.4524 0.04 0.09 0.01
H 4.1230 -1.2667 -0.9674 0.05 0.08 0.00
H 2.1544 -1.2560 -2.4139 -0.06 -0.02 -0.11
H 2.1415 -3.0264 -2.4784 -0.06 -0.07 -0.08
H 1.7634 -1.3056 0.0060 0.03 0.03 0.04
H -0.1940 -3.1389 -1.4486 -0.03 -0.05 0.04
H -0.4973 -2.3073 0.0744 -0.04 -0.09 0.01
H -1.5545 -1.0411 -1.7031 -0.01 0.02 -0.06
H -0.0797 -1.0424 -2.6775 -0.05 0.10 0.04
H -1.2766 -0.0966 0.5357 0.08 -0.07 -0.14
H 0.6298 2.1388 0.5431 -0.07 -0.08 0.17
H -0.1654 1.4659 1.9908 0.05 0.04 -0.05
H -3.0974 1.4251 0.8553 0.05 -0.06 0.06
H -2.5657 1.9903 2.4472 0.03 -0.08 -0.02
H -5.2299 4.1788 0.2172 -0.03 0.04 -0.09
H -4.4392 2.7683 -0.4986 -0.03 -0.02 -0.10
H -3.5754 4.3211 -0.4055 0.01 0.01 -0.05
```
Forces are in eV/Å.

Computed properties:
energy relative to the best compared isomer or geometry (same formula, charge and spin)	0.2	kcal per mole
SMILES	CN(C)CCCNC(=O)CCC1CCCCC1
charge	0
HOMO	-8.4	eV
LUMO level	0.73	eV
E	-20000.89128	eV